Entry 1:
Here is a molecular structure, C4H11CsNO in a non-equilibrium geometry from OMol25. Energies are from ωB97M-V with the def2-TZVPD basis set.

Last column: Mulliken charge in e.
Geometry (Å):
Cs (2.86, -3.59, 1.91)  1.01
C (-0.01, 0.68, 1.63)  -1.37
C (-0.21, -0.63, 0.78)  -0.13
C (-0.22, -0.22, -0.76)  -0.64
O (-1.04, 0.95, -0.88)  -0.27
C (-0.97, 1.57, -2.14)  -0.80
N (0.79, -1.62, 1.09)  -0.61
H (-0.88, 1.33, 1.61)  0.38
H (0.75, 1.38, 1.29)  0.33
H (0.18, 0.40, 2.66)  0.39
H (-1.17, -1.04, 1.10)  0.24
H (-0.58, -1.02, -1.39)  0.39
H (0.86, -0.20, -0.96)  0.36
H (0.08, 1.79, -2.33)  0.35
H (-1.37, 2.58, -2.02)  0.28
H (-1.42, 1.08, -3.01)  0.28
H (0.69, -2.30, 0.34)  0.37
H (1.67, -1.12, 1.07)  0.43

Values from the calculation:
Total charge: +1
Maximum force in eV/A: 2.8
Calculated total energy in eV: -8405.484
Energy relative to the best compared isomer or geometry (same formula, charge and spin) in kJ/mol: 117.8
HOMO in eV: -12.60

=====

Entry 2:
Here is a molecular structure, C4H11EuO3 in a non-equilibrium geometry from OMol25. Energies are from ωB97M-V with the def2-TZVPD basis set.

Last column: Mulliken spin population.
Geometry (Å):
O (1.21, 0.39, -0.35)  -0.03
Eu (1.39, 0.74, -2.44)  7.05
H (0.94, 2.47, 1.44)  0.00
C (0.43, -0.73, 0.17)  -0.01
C (-0.76, -1.02, -0.72)  0.00
O (-0.29, -1.03, -2.07)  0.00
C (-1.25, -1.43, -3.03)  0.00
H (0.05, -0.68, 1.21)  0.00
H (1.08, -1.63, 0.21)  0.00
H (-1.53, -0.23, -0.63)  0.00
H (-1.22, -2.00, -0.49)  0.00
H (-0.80, -1.32, -4.02)  0.00
H (-1.53, -2.48, -2.86)  0.00
H (-2.15, -0.80, -2.96)  0.00
O (0.24, 2.16, 2.14)  0.00
C (0.91, 1.94, 3.35)  0.00
H (0.82, 2.84, 3.98)  0.00
H (0.49, 1.07, 3.89)  0.00
H (1.98, 1.74, 3.19)  0.00

Values from the calculation:
Total charge: +1
Multiplicity: 8
Maximum force in eV/A: 3.3
Calculated total energy in eV: -29790.098
Energy relative to the best compared isomer or geometry (same formula, charge and spin) in kJ/mol: 39.6
HOMO (alpha / beta) in eV: -12.28 / -12.28

=====

Entry 3:
Here is a molecular structure, C4H11FHfNO4PS in a non-equilibrium geometry from OMol25. Energies are from ωB97M-V with the def2-TZVPD basis set.

Last column: Mulliken charge in e.
Geometry (Å):
C (-2.33, -0.22, 2.31)  -0.39
O (-2.42, -1.22, 1.31)  -0.01
C (-2.52, -0.74, 0.00)  -0.39
C (-1.10, -0.89, -0.87)  -0.39
C (-0.07, 0.22, -0.33)  -1.03
N (1.24, 0.24, -1.09)  -0.04
P (2.36, -1.05, -0.42)  0.38
O (2.21, -2.36, -1.16)  -0.49
S (2.03, 1.75, -0.62)  1.12
O (3.37, 1.96, -1.37)  -0.34
O (2.34, 1.58, 0.82)  -0.38
F (1.08, 3.03, -0.83)  -0.10
H (-1.58, -0.60, 3.10)  0.35
H (-1.95, 0.77, 1.93)  0.34
H (-3.33, -0.09, 2.89)  0.36
H (-3.30, -1.38, -0.54)  0.36
H (-2.79, 0.36, -0.02)  0.47
H (-0.70, -1.94, -0.85)  0.40
H (-1.41, -0.65, -1.94)  0.38
H (-0.62, 1.21, -0.35)  0.52
H (0.14, 0.01, 0.76)  0.46
H (2.04, -1.12, 0.98)  0.25
H (3.70, -0.56, -0.55)  0.28
Hf (3.63, 1.67, -3.18)  1.88

Values from the calculation:
Total charge: +4
Maximum force in eV/A: 7.8
Calculated total energy in eV: -38091.090
HOMO in eV: -22.83

=====

Entry 4:
Here is a molecular structure, C4H11IN2O2 in a non-equilibrium geometry from OMol25. Energies are from ωB97M-V with the def2-TZVPD basis set.

Last column: Mulliken charge in e.
Geometry (Å):
C (1.36, 0.36, 0.82)  -0.53
C (0.78, 1.67, 0.37)  0.76
O (1.27, 2.28, -0.48)  -0.53
O (-0.32, 1.96, 0.99)  -0.36
C (-1.43, 1.55, 0.11)  -0.34
C (-2.42, 0.70, 0.91)  -0.45
N (-3.22, -0.09, 0.05)  -0.72
I (-2.13, -1.79, -0.43)  -0.29
H (2.43, 0.51, 0.82)  0.46
H (1.04, 0.08, 1.80)  0.39
H (1.14, -0.40, 0.08)  -0.43
H (-1.08, 0.91, -0.70)  0.30
H (-1.90, 2.45, -0.25)  0.17
H (-3.06, 1.38, 1.47)  0.33
H (-1.80, 0.13, 1.60)  0.31
N (1.87, -2.34, -1.43)  -0.54
H (1.03, -2.90, -1.62)  0.32
H (2.03, -2.30, -0.42)  0.37
H (2.68, -2.75, -1.90)  0.41
H (1.72, -1.39, -1.78)  0.37

Values from the calculation:
Maximum force in eV/A: 4.8
Calculated total energy in eV: -19497.244
HOMO in eV: -5.73